(1)
# C18H28ClFN5O2S

A 3-piece molecular cluster, C18H28ClFN5O2S overall at a distorted geometry (ωB97M-V/def2-TZVPD, the Open Molecules 2025 dataset).

Positions of all 56 atoms, in Å:
C1 2.43809 -4.50004 0.93617
C2 2.82444 -3.92609 -0.41621
N1 2.87819 -2.42030 -0.40780
C3 1.72851 -1.83285 0.10364
N2 1.73794 -1.18462 1.20873
C4 2.94265 -0.94488 2.02201
C5 3.91739 -0.02812 1.28366
C6 5.36586 -0.41427 1.28851
N3 3.39512 0.99313 0.75578
C7 0.37544 -0.70038 1.56289
C8 0.28209 0.41759 2.57923
O1 0.53084 -0.05605 3.88631
O2 -0.69557 -0.61342 4.37143
C9 -0.30194 -0.58465 0.18965
S1 -2.07371 -0.63708 0.42859
Cl1 0.29114 0.79562 -0.75794
C10 0.32158 -1.82773 -0.50509
F1 -0.29649 -2.99077 -0.17463
H1 2.23671 -5.56689 0.82167
H2 3.24804 -4.39932 1.66188
H3 1.52775 -4.05803 1.34893
H4 3.83825 -4.24428 -0.66301
H5 2.16936 -4.28790 -1.21382
H6 2.95538 -2.10882 -1.37600
H7 2.61715 -0.45142 2.93693
H8 3.38824 -1.90840 2.26665
H9 5.83043 -0.13570 2.24017
H10 5.49167 -1.49030 1.15753
H11 5.89492 0.11252 0.49265
H12 4.09057 1.57600 0.28903
H13 -0.11329 -1.57391 2.02111
H14 -0.72541 0.84044 2.52201
H15 1.00120 1.22105 2.39756
H16 -0.48358 -1.55556 4.47165
H17 -2.41214 -0.48290 -0.85880
H18 0.36091 -1.68885 -1.58735
N4 -0.67075 2.22022 -4.05066
C11 -1.78373 2.99897 -4.23108
C12 -1.69107 3.57905 -5.46634
C13 -0.47594 3.13439 -6.05561
C14 0.13110 2.29803 -5.15950
H19 -0.47378 1.67800 -3.23179
H20 -2.54252 3.07258 -3.47080
H21 -2.41321 4.24840 -5.90217
H22 -0.09388 3.40001 -7.02671
H23 1.05904 1.75519 -5.21702
N5 -5.03541 3.10636 1.26261
C15 -4.69289 1.80350 1.02217
C16 -5.83499 1.04982 1.09605
C17 -6.90735 1.93312 1.39296
C18 -6.38126 3.19286 1.48941
H24 -4.39974 3.88211 1.27340
H25 -3.67805 1.50986 0.81709
H26 -5.89936 -0.01682 0.95510
H27 -7.94415 1.67261 1.52088
H28 -6.84980 4.13892 1.69832

Output
Orbital gap   0.2126 Eh
HOMO   -10.08 eV
DFT total energy   -56730.3162 eV
Net charge   +1

For reference, the natural (NBO) charges in units of e are: -0.637 -0.213 -0.667 0.620 -0.231 -0.300 0.321 -0.694 -0.626 -0.121 -0.124 -0.280 -0.426 -0.188 0.098 0.013 0.101 -0.314 0.253 0.220 0.203 0.228 0.199 0.407 0.266 0.243 0.253 0.234 0.241 0.359 0.246 0.241 0.241 0.466 0.159 0.212 -0.516 -0.084 -0.285 -0.298 -0.085 0.397 0.210 0.227 0.228 0.205 -0.505 -0.100 -0.295 -0.304 -0.065 0.411 0.195 0.215 0.228 0.217



(2)
# C2H6N2P

An isolated ion of composition C2H6N2P and charge +1 at a distorted geometry (ωB97M-V/def2-TZVPD, the Open Molecules 2025 dataset).

Positions of all 11 atoms, in Å:
C1 -0.31998 0.37263 1.27870
C2 -0.17911 -0.28631 -0.95672
N1 -0.73216 -0.26744 0.34020
N2 1.37132 1.21128 0.47470
P1 1.67683 0.15234 -0.79477
H1 -0.33788 0.86489 2.23703
H2 -0.28391 -1.30377 -1.55704
H3 -0.79016 0.39047 -1.66933
H4 -1.54091 -0.94892 0.42337
H5 1.99621 1.10598 1.28699
H6 1.93356 -1.09749 -0.21325

Output
Orbital gap   0.3210 Eh
HOMO   -13.96 eV
DFT total energy   -14429.1936 eV
Relative energy (zero: lowest compared OMol25 entry of this formula, charge and spin)   4.017 eV
Net charge   +1

For reference, the natural (NBO) charges in units of e are: 0.385 -0.564 -0.465 -0.909 0.890 0.300 0.283 0.284 0.473 0.399 -0.077



(3)
# C2H3ClO2S

A 2-piece molecular cluster, C2H3ClO2S overall at a distorted geometry (ωB97M-V/def2-TZVPD, the Open Molecules 2025 dataset).

Positions of all 9 atoms, in Å:
C1 0.54554 -0.98970 0.14411
C2 -1.39010 0.39427 -0.07219
O1 0.31793 -2.13991 0.15747
O2 0.04419 0.14740 0.14785
S1 3.06526 -0.30072 0.12263
Cl1 2.63924 1.67021 -0.12294
H1 -2.05449 -0.06110 0.76858
H2 -1.76650 -0.16447 -0.89243
H3 -1.40107 1.44402 -0.25309

Output
Orbital gap   0.2830 Eh
HOMO   -8.41 eV
DFT total energy   -29572.6962 eV
Relative energy (zero: lowest compared OMol25 entry of this formula, charge and spin)   2.018 eV

For reference, the natural (NBO) charges in units of e are: 0.962 -0.265 -0.497 -0.481 -0.166 -0.196 0.214 0.203 0.225



(4)
# C4H9N3

C4H9N3 as an isolated structure at a distorted geometry (ωB97M-V/def2-TZVPD, the Open Molecules 2025 dataset).

Positions of all 16 atoms, in Å:
C1 -2.81825 -0.39622 -0.18276
C2 -0.58946 1.07289 0.00523
C3 0.74559 1.14222 -0.10217
C4 1.45216 -0.20290 -0.11887
H1 -3.17578 -0.97367 0.70702
H2 -3.49434 0.61091 -0.13378
H3 -2.61437 -1.12854 -1.12358
H4 -0.63253 -0.90800 0.05466
H5 -1.08530 2.00361 0.69644
H6 1.58742 1.95703 0.43667
H7 3.53093 -0.56153 0.57523
H8 3.01303 0.80271 -0.17418
H9 1.68561 -1.90098 -0.26015
N1 -1.33672 -0.09877 -0.28075
N2 2.90189 -0.11936 -0.44262
N3 0.83013 -1.29941 0.34361

Output
Orbital gap   0.3111 Eh
HOMO   -8.08 eV
DFT total energy   -8757.9659 eV
Relative energy (zero: lowest compared OMol25 entry of this formula, charge and spin)   6.559 eV

For reference, the natural (NBO) charges in units of e are: -0.436 0.105 -0.455 0.430 0.194 0.213 0.247 0.444 0.198 0.209 0.355 0.356 0.366 -0.682 -0.801 -0.744